(1)
Below is a molecular structure, C24H31BrINNdP, with properties calculated with wB97M-V/def2-TZVPD.

Computed properties:
- LUMO energy (spin up / spin down) (hartree) = -0.24415 / -0.23789
- F_max (eV/Å) = 0.7
- net charge = +2
- 2S+1 = 4

The geometry in XYZ format:
```
60
Properties=species:S:1:pos:R:3:forces:R:3:lowdin_spin:R:1
Nd -0.8271 -0.1748 -0.4532 -0.30 0.63 -0.24 3.041
Br 2.1678 0.0165 -0.6127 0.04 -0.47 0.16 -0.004
C 2.3811 1.8890 -0.2848 -0.02 0.14 -0.06 0.001
C 3.6127 2.3921 -0.0149 -0.03 0.17 -0.01 -0.001
C 3.7249 3.7971 0.1319 0.01 -0.12 0.00 0.000
C 2.6339 4.6014 -0.0347 -0.04 -0.04 -0.01 -0.001
C 1.3619 4.0511 -0.3365 -0.01 0.23 0.00 0.000
C 0.2251 4.8692 -0.5859 0.05 -0.05 0.01 -0.002
C -0.9763 4.3172 -0.9242 0.05 -0.13 0.00 -0.001
C -1.1046 2.9047 -0.9650 -0.13 0.21 -0.13 -0.004
C -0.0530 2.0578 -0.7090 0.12 -0.54 0.13 -0.014
C 1.2109 2.6525 -0.4338 -0.02 0.03 -0.04 0.000
H 4.4810 1.7541 0.0689 0.02 0.02 0.01 0.000
H 4.6924 4.2243 0.3553 0.00 0.00 0.00 0.000
H 2.7329 5.6760 0.0485 0.00 0.00 0.00 0.000
H 0.3348 5.9451 -0.5299 0.01 0.00 0.00 0.000
H -1.8226 4.9501 -1.1551 -0.01 -0.01 0.01 0.000
H -2.0888 2.5126 -1.2324 -0.03 -0.02 0.04 0.000
I -3.9243 -1.1968 -1.1510 0.07 -0.26 -0.36 -0.003
C -4.0392 0.4725 0.0847 -0.11 0.26 0.24 0.000
C -5.2284 1.1594 0.2296 0.11 -0.02 0.05 0.000
C -5.2187 2.2650 1.0693 -0.04 0.05 0.02 0.000
C -4.0438 2.6323 1.7097 0.03 -0.01 0.02 0.000
C -2.9046 1.8882 1.4863 -0.02 -0.14 0.05 0.000
N -2.8960 0.8077 0.6823 0.02 0.05 0.11 -0.005
H -6.1249 0.8453 -0.2845 0.00 -0.01 -0.01 0.000
H -6.1263 2.8351 1.2190 0.00 -0.01 0.00 0.000
H -4.0035 3.4860 2.3706 -0.02 0.01 0.00 0.000
H -1.9634 2.1496 1.9519 0.01 0.02 -0.01 0.000
C 1.7091 -2.6449 1.9254 -0.05 0.08 0.16 0.000
C 1.5872 -3.3413 0.5709 0.15 -0.16 0.03 0.000
C 2.0180 -4.8093 0.6847 0.02 -0.03 -0.02 0.000
P -0.0803 -3.1079 -0.1776 0.27 0.41 -0.02 -0.006
C 0.0293 -3.8737 -1.8444 -0.02 -0.20 -0.12 -0.001
C -1.2481 -3.6578 -2.6567 -0.10 0.08 -0.08 0.000
C 1.2158 -3.3041 -2.6240 0.13 0.07 -0.05 0.000
C -1.2039 -4.0671 0.9311 -0.02 -0.10 0.08 -0.001
C -1.8276 -3.1266 1.9669 0.02 0.09 0.02 0.000
C -2.2827 -4.9027 0.2458 -0.06 0.00 0.01 0.000
H 2.7557 -2.5943 2.2273 0.00 -0.06 0.00 0.000
H 1.1733 -3.1901 2.7048 0.01 -0.02 -0.03 0.000
H 1.3360 -1.6150 1.9262 0.00 -0.02 -0.08 0.000
H 2.2685 -2.8446 -0.1244 -0.04 0.04 -0.02 0.000
H 1.5742 -5.2878 1.5582 -0.03 0.01 -0.01 0.000
H 3.0998 -4.8687 0.8071 0.00 0.03 0.04 0.000
H 1.7621 -5.4086 -0.1891 0.02 0.05 -0.05 0.000
H 0.1922 -4.9471 -1.7114 -0.07 -0.01 0.00 0.000
H -1.3848 -2.5966 -2.9062 0.06 0.02 0.04 0.000
H -2.1538 -4.0067 -2.1640 0.06 -0.02 0.00 0.000
H -1.1689 -4.1800 -3.6107 -0.01 -0.02 0.00 0.000
H 1.1366 -2.2200 -2.7753 -0.07 0.00 0.09 0.000
H 1.2435 -3.7440 -3.6215 -0.02 -0.04 0.02 0.000
H 2.1787 -3.5006 -2.1570 0.00 -0.06 0.02 0.000
H -0.5258 -4.7475 1.4522 -0.09 -0.07 0.02 0.000
H -2.4179 -2.3392 1.4813 -0.02 -0.02 -0.02 0.000
H -1.0837 -2.6562 2.6130 0.00 0.01 -0.05 0.000
H -2.5165 -3.6735 2.6116 0.02 -0.02 0.02 0.000
H -3.0487 -4.2773 -0.2179 0.02 0.02 0.02 0.000
H -2.7868 -5.5078 1.0000 0.01 -0.02 0.00 0.000
H -1.8880 -5.5805 -0.5097 0.04 0.00 0.02 0.000
```
Positions in Å, forces in eV/Å.


(2)
Below is 15 unconnected molecules or ions with the total composition C24H31Cl42F3O2PS, with properties calculated with wB97M-V/def2-TZVPD.

Computed properties:
- LUMO energy (hartree) = 0.05626
- F_max (eV/Å) = 4.9
- net charge = -1

The geometry in XYZ format:
```
104
Properties=species:S:1:pos:R:3:forces:R:3:mulliken_charge:R:1
C 1.7967 -4.7695 0.5175 -0.31 -0.10 1.53 -0.849
C 1.9936 -3.3028 1.2597 0.85 -0.29 0.38 0.513
C 2.4110 -2.0843 0.2460 0.47 -0.92 -0.09 -0.461
C 1.2644 -1.6594 -0.8451 0.38 0.38 0.06 0.078
C -0.2478 -1.4854 -0.2377 -0.47 0.26 -0.47 0.960
C -0.6480 0.1027 -0.1605 0.86 -1.14 1.88 -0.715
C -2.1722 0.3533 0.3885 -0.38 1.00 -0.17 -0.237
C -3.2659 -0.7885 -0.0450 -1.02 -0.01 1.37 0.832
C -3.4417 -1.9079 1.1851 -2.03 -3.70 -0.87 0.560
F -3.0875 -1.6443 2.6042 -0.31 -1.01 -4.34 -0.310
C -4.0359 -3.2559 0.8487 1.44 3.38 1.32 0.024
F -5.0740 -3.2410 -0.2476 3.61 -1.02 3.02 -0.248
F -3.7013 -4.5220 1.5405 -2.02 3.84 -2.37 -0.258
P 0.5001 0.8552 1.2098 -0.82 0.11 -1.12 0.200
O 2.1037 1.2820 0.5772 -1.24 -1.16 2.93 -0.501
O 0.7314 -0.2670 2.5658 -0.82 0.73 -1.08 -0.347
S -0.2141 2.5508 1.9388 0.23 -0.45 0.10 -0.378
H 1.3679 -5.4963 1.3619 0.88 1.41 -1.88 0.288
H 1.0109 -4.7656 -0.3493 1.71 0.10 1.49 0.144
H 2.8480 -5.2164 0.2196 -2.21 1.03 0.25 0.245
H 1.0839 -3.0256 1.9802 1.88 -0.57 -1.90 0.194
H 2.9199 -3.4506 1.9982 -2.03 0.31 -1.54 -0.547
H 3.3485 -2.4630 -0.3890 -1.85 0.73 1.34 0.287
H 2.8166 -1.2058 0.9106 -1.12 -1.49 -1.45 0.095
H 1.2456 -2.4204 -1.7603 0.16 1.39 2.20 0.291
H 1.6113 -0.6207 -1.3096 -0.91 -2.16 1.00 -0.014
H -0.9722 -2.0785 -0.9782 1.38 1.43 1.58 -1.014
H -0.4180 -1.9505 0.8222 0.65 0.27 -1.89 -0.026
H -2.5379 1.3766 -0.1059 0.68 -2.24 1.13 0.068
H -2.2493 0.5353 1.5557 -0.08 -0.45 -2.26 0.232
H -4.3607 -0.3322 -0.1816 2.61 -0.79 0.43 -0.658
H -3.0291 -1.3553 -1.0411 -0.22 0.92 2.13 0.137
H 2.6357 1.5951 1.3899 -1.33 -0.56 -1.72 0.312
H -0.1877 -0.4842 2.9198 1.60 0.63 -0.85 0.264
C -6.8609 2.0561 -0.4651 0.13 0.16 0.13 0.022
Cl -5.3632 2.6697 0.2558 -0.13 -0.07 -0.34 -0.034
Cl -7.2311 2.9250 -1.9643 -0.03 -0.07 0.14 -0.153
Cl -6.7371 0.3150 -0.7695 -0.23 0.18 0.04 -0.131
H -7.6776 2.2249 0.2414 0.28 -0.06 -0.27 0.224
C 5.4206 -3.7377 3.9075 -0.09 0.16 0.22 -0.169
Cl 4.1155 -2.8051 4.6601 0.45 -0.26 -0.18 -0.035
Cl 5.0687 -5.4726 3.9825 0.12 0.11 -0.04 -0.121
Cl 5.6642 -3.2244 2.2292 0.11 -0.02 0.11 -0.133
H 6.3431 -3.5490 4.4626 -0.31 -0.09 -0.21 0.397
C 0.0068 6.6777 0.2625 0.15 -0.32 0.11 -0.034
Cl -1.1076 6.0287 1.4776 0.17 0.19 -0.16 -0.070
Cl 0.7485 5.3636 -0.6663 -0.11 0.26 0.19 -0.051
Cl -0.8354 7.8034 -0.8160 0.05 0.05 0.05 -0.155
H 0.7998 7.2242 0.7794 -0.30 -0.18 -0.19 0.296
C 2.3057 -0.6380 -4.7897 -0.19 0.11 0.26 -0.306
Cl 0.7484 -1.2322 -4.1889 0.09 0.16 -0.33 -0.023
Cl 2.9474 0.6186 -3.7178 -0.37 -0.26 0.18 0.013
Cl 3.4618 -1.9714 -4.9469 -0.13 -0.15 0.08 -0.153
H 2.1488 -0.1999 -5.7787 0.04 -0.31 0.47 0.409
C -7.3502 3.5531 3.6556 -0.08 -0.06 -0.01 -0.027
Cl -5.8059 4.1712 4.2659 -0.28 -0.15 -0.74 -0.084
Cl -8.0694 4.6977 2.5101 0.05 -0.12 0.13 -0.130
Cl -7.1292 1.9680 2.8952 -0.19 0.11 0.49 -0.089
H -8.0331 3.4371 4.5012 0.26 0.05 -0.29 0.299
C -3.5421 -4.5727 -3.3464 0.17 -0.02 0.23 0.076
Cl -1.9978 -3.9546 -2.7362 -0.31 -0.08 -0.07 -0.052
Cl -4.2613 -3.4280 -4.4919 -0.01 -0.05 0.08 -0.142
Cl -3.3211 -6.1577 -4.1068 -0.06 0.13 0.04 -0.135
H -4.2249 -4.6886 -2.5008 0.21 0.09 -0.28 0.223
C 5.3381 1.8890 -7.1595 -0.04 -0.01 0.07 0.189
Cl 4.5223 0.5236 -6.3787 0.81 0.41 -0.75 -0.028
Cl 4.4799 2.3654 -8.6347 0.10 -0.04 0.07 -0.146
Cl 5.4644 3.2593 -6.0432 -0.13 -0.20 -0.26 -0.106
H 6.3482 1.5750 -7.4348 -0.38 0.12 0.11 0.080
C 9.4975 2.7831 -5.0546 -0.11 0.05 0.26 0.042
Cl 8.1507 3.1981 -3.9806 0.40 -0.12 -0.05 -0.092
Cl 8.8953 2.0661 -6.5589 0.19 -0.01 0.08 -0.115
Cl 10.4828 4.2150 -5.3988 -0.06 -0.19 0.03 -0.128
H 10.1264 2.0457 -4.5493 -0.23 0.25 -0.21 0.301
C -4.9570 7.7010 5.2830 0.10 -0.03 -0.11 0.550
Cl -4.9071 8.0410 7.0212 -0.01 -0.06 -0.12 -0.140
Cl -6.5163 8.1898 4.5981 0.15 -0.13 0.08 -0.129
Cl -3.6266 8.5228 4.4499 -0.19 -0.18 0.12 -0.123
H -4.8402 6.6238 5.1394 -0.06 0.39 0.07 -0.120
C 1.8438 -0.8772 7.5305 -0.08 0.04 -0.26 -0.054
Cl 1.4875 -2.4845 8.1856 0.00 0.14 -0.01 -0.135
Cl 3.3499 -0.2453 8.2175 -0.13 -0.02 0.00 -0.138
Cl 1.9424 -0.9339 5.7622 -0.30 0.25 0.36 0.031
H 1.0292 -0.2036 7.8085 0.30 -0.24 -0.09 0.332
C -2.6564 -4.1274 -7.9846 0.05 0.06 0.15 0.251
Cl -1.1586 -3.5137 -7.2637 -0.27 -0.08 -0.03 -0.062
Cl -3.0266 -3.2585 -9.4839 -0.01 -0.07 0.14 -0.138
Cl -2.5325 -5.8685 -8.2890 -0.06 0.16 0.06 -0.132
H -3.4730 -3.9585 -7.2781 0.29 -0.08 -0.21 0.083
C -0.8087 1.9490 -5.6473 -0.11 0.05 0.41 0.203
Cl -1.9290 2.6142 -6.8481 0.07 -0.10 0.03 -0.161
Cl 0.8059 1.7456 -6.3485 -0.24 0.25 -0.17 -0.071
Cl -0.7387 2.9921 -4.2167 0.01 -0.29 -0.27 -0.060
H -1.1768 0.9669 -5.3398 0.17 0.30 -0.10 0.119
C -5.0562 4.3689 8.7942 0.11 0.14 0.01 -0.023
Cl -5.4125 2.7616 9.4493 -0.01 0.19 -0.07 -0.132
Cl -3.5501 5.0008 9.4812 -0.19 -0.02 -0.03 -0.126
Cl -4.9576 4.3122 7.0260 -0.06 -0.07 0.82 -0.001
H -5.8708 5.0425 9.0722 0.29 -0.23 -0.11 0.286
C 8.1438 -5.9766 1.4063 -0.12 0.00 -0.02 0.641
Cl 7.7875 -7.5839 2.0615 0.03 0.19 -0.06 -0.128
Cl 9.6499 -5.3447 2.0934 -0.17 -0.02 -0.03 -0.136
Cl 8.2424 -6.0333 -0.3619 -0.04 0.04 0.22 -0.133
H 7.3292 -5.3030 1.6844 0.26 -0.23 -0.10 -0.241
```
Positions in Å, forces in eV/Å.


(3)
Below is 6 unconnected molecules or ions with the total composition C24H31F7N6O15, with properties calculated with wB97M-V/def2-TZVPD.

Computed properties:
- LUMO energy (hartree) = -0.07969
- structure (SMILES) = CC[C@@H](C)c1cc2c(cc1C(=O)C(F)(F)C(F)(F)C(F)(F)C(=O)O)C(=O)N([C@H](C)F)C2=O.C[N+](=O)[O-].C[N+](=O)[O-].C[N+](=O)[O-].C[N+](=O)[O-].C[N+](=O)[O-]
- F_max (eV/Å) = 9.2

The geometry in XYZ format:
```
83
Properties=species:S:1:pos:R:3:forces:R:3:mulliken_charge:R:1
C 3.5449 2.7344 -0.5412 0.31 1.15 -0.70 -0.844
C 3.9775 1.5909 -1.6376 -0.66 0.31 -0.06 -0.179
C 3.9768 0.0517 -1.0609 -0.80 -0.93 -0.40 0.693
C 5.4888 -0.5708 -1.1770 0.90 0.93 0.67 -1.413
C 3.3018 -0.0912 0.4503 0.22 0.11 2.48 0.093
C 4.4041 -0.1057 1.7062 -3.77 -0.29 1.80 -0.710
C 3.8574 -0.2414 3.2452 -3.52 0.33 -3.62 0.362
C 2.2322 -0.3167 3.4423 3.15 0.37 -1.22 0.171
C 1.0941 -0.2723 2.2645 4.33 -0.01 -0.30 -0.592
C 1.6504 -0.1725 0.7026 1.68 -0.20 2.73 0.648
C 0.6182 -0.1110 -0.5847 2.31 4.41 -3.85 0.187
O 0.8785 0.7022 -1.6460 -1.69 -5.67 7.00 -0.497
C -0.8077 -0.9541 -0.6909 -2.02 2.47 -0.22 0.814
F -1.5156 -1.0613 0.6333 2.39 -0.12 -4.08 -0.282
F -1.7105 -0.0818 -1.5320 2.75 -2.90 2.66 -0.287
C -0.6853 -2.3770 -1.4943 -2.23 -0.30 -2.15 0.461
F -2.0618 -2.6620 -2.0479 4.26 0.74 1.75 -0.304
F 0.1982 -2.2321 -2.6758 -2.71 -0.52 4.14 -0.232
C -0.2974 -3.6725 -0.5685 -0.49 -2.70 -0.21 0.832
F -0.3276 -4.8650 -1.4963 0.13 3.52 2.76 -0.284
F -1.2923 -3.9888 0.5009 3.33 1.47 -3.63 -0.259
C 1.2717 -3.6358 0.0045 5.27 1.69 -1.76 0.176
O 2.2657 -3.0715 -0.6862 -7.18 -3.69 4.46 -0.441
O 1.5156 -4.3072 1.2937 -0.48 -0.18 -4.20 -0.411
C 2.1457 -0.4399 5.0742 -5.43 -0.88 -0.26 0.027
O 0.9399 -0.6431 5.6106 7.80 1.16 -2.12 -0.579
N 3.5299 -0.3462 5.7502 0.20 -0.82 -2.10 0.094
C 3.7034 -1.3186 6.8959 -0.73 -2.09 1.84 0.291
C 2.8729 -0.9255 8.2637 0.22 -0.01 0.10 -0.944
F 5.1142 -1.5489 7.3089 -3.22 1.06 -1.43 -0.291
C 4.6143 -0.2802 4.6981 4.10 0.43 -1.81 -0.008
O 5.9454 -0.2097 4.7686 -8.61 -0.55 0.32 -0.527
H 2.4939 2.5559 -0.0370 2.29 0.08 -0.98 0.197
H 3.4364 3.7539 -1.1509 0.28 -2.19 1.31 0.228
H 4.3897 2.9541 0.2659 -1.90 -0.74 -1.59 0.246
H 3.1890 1.6343 -2.5112 1.69 -0.14 1.93 0.050
H 5.0350 1.8544 -2.1178 -2.30 -0.63 1.23 0.389
H 3.2636 -0.5846 -1.7759 1.51 1.33 1.65 0.137
H 5.8496 -0.7292 -2.3040 -1.18 0.26 2.50 0.309
H 5.6824 -1.5314 -0.5276 -0.62 1.74 -1.49 0.294
H 6.2256 0.2633 -0.7457 -1.48 -1.78 -0.89 0.352
H 5.5683 -0.0159 1.5554 -2.76 -0.23 0.02 0.255
H -0.0332 -0.3013 2.5769 2.45 0.05 -0.84 0.324
H 1.8583 -5.2337 1.0323 -0.59 1.96 0.61 0.384
H 3.3099 -2.3725 6.4979 1.08 2.19 0.97 0.242
H 3.3744 0.0142 8.7712 -0.86 -2.08 -1.01 0.286
H 1.7450 -0.6642 8.0932 2.26 -0.55 -0.19 0.290
H 2.8811 -1.8771 8.9823 0.29 2.20 -1.60 0.286
C -5.2678 0.1254 -2.2670 0.13 -0.15 0.19 -0.303
N -5.3746 1.5423 -2.7084 0.14 0.95 -0.21 0.896
O -4.5608 2.3450 -2.2369 -1.30 -0.91 -0.82 -0.520
O -6.2726 1.8086 -3.5158 1.26 -0.17 1.10 -0.554
H -4.4392 0.0369 -1.5612 -0.18 0.14 -0.22 0.107
H -6.2121 -0.1428 -1.7889 0.32 0.14 -0.37 0.135
H -5.0849 -0.4834 -3.1548 -0.14 0.14 0.12 0.312
C -9.6300 -0.9496 -0.1822 -0.36 0.00 0.07 -0.758
N -8.3260 -1.6191 0.0732 0.66 -0.58 0.32 0.871
O -8.3362 -2.6197 0.7997 0.35 1.46 -1.05 -0.512
O -7.3291 -1.1211 -0.4627 -1.40 -1.03 1.05 -0.588
H -10.4155 -1.4918 0.3485 0.32 0.09 -0.07 0.306
H -9.5520 0.0753 0.1865 0.05 -0.17 -0.15 0.305
H -9.8064 -0.9718 -1.2596 0.15 0.11 0.17 0.294
C -9.0520 -1.9017 4.5228 0.18 -0.23 0.20 -0.645
N -9.1589 -0.4849 4.0814 0.22 1.10 -0.09 0.822
O -8.3450 0.3178 4.5530 -1.37 -1.04 -0.88 -0.496
O -10.0568 -0.2186 3.2740 1.25 -0.20 0.98 -0.496
H -8.2234 -1.9903 5.2287 -0.21 0.16 -0.21 0.300
H -9.9964 -2.1700 5.0010 0.12 0.05 -0.22 0.278
H -8.8691 -2.5106 3.6351 -0.16 0.12 0.10 0.238
C 3.2393 5.3364 -4.9860 -0.36 0.01 -0.18 -0.751
N 3.9336 4.5330 -3.9438 0.41 -0.45 0.56 0.807
O 3.7501 3.3102 -3.9561 0.46 1.80 0.07 -0.439
O 4.6433 5.1526 -3.1429 -0.95 -1.13 -1.05 -0.516
H 2.6536 4.6651 -5.6177 0.27 0.21 0.30 0.273
H 2.5894 6.0491 -4.4740 0.26 -0.04 -0.02 0.307
H 4.0052 5.8477 -5.5727 -0.15 -0.06 0.18 0.282
C 3.0170 1.2684 -7.2698 0.21 -0.22 0.23 -0.698
N 2.9101 2.6853 -7.7112 -0.14 0.90 -0.43 0.844
O 3.7240 3.4880 -7.2397 -1.14 -0.93 -0.91 -0.497
O 2.0122 2.9516 -8.5186 1.41 -0.19 1.26 -0.514
H 3.8456 1.1799 -6.5640 -0.22 0.17 -0.18 0.287
H 2.0726 1.0002 -6.7917 0.12 0.05 -0.21 0.294
H 3.1999 0.6596 -8.1576 -0.19 0.14 0.12 0.292
```
Positions in Å, forces in eV/Å.


Molecular weight / Da: 715.541, 1960.571, 776.525